Below is C13H14FFeN as an isolated structure, with properties calculated with ωB97M-V with the def2-TZVPD basis set.

## Properties
frontier orbital gap (alpha / beta) = 2.870 / 4.169 eV
max |F| = 4.491 eV/A
charge = -2
⟨S²⟩ = 6.083
LUMO (alpha / beta) = 5.95 / 5.84 eV
calculated total energy = -52292.2316 eV
M = 259.105 u
2S+1 = 5

Last column: natural (NBO) charge in e.
Atoms and positions in Å:
1 C -2.4964 1.1807 -1.0151  -0.359
2 C -2.4363 -0.2226 -1.2768  -0.341
3 C -1.1734 -0.5241 -1.8394  -0.348
4 C -0.4060 0.6788 -1.9218  -0.337
5 C -1.2369 1.7593 -1.4090  -0.260
6 Fe -0.9405 0.4642 0.0948  0.586
7 N -0.6074 1.9681 0.7786  -1.097
8 C -1.7684 -0.1235 1.6001  -0.555
9 C -1.5659 -1.3480 0.9849  -0.648
10 H -0.8464 -1.4853 -2.2509  0.202
11 H -3.2541 -0.9397 -1.1834  0.204
12 H 0.6032 0.7873 -2.3624  0.213
13 H -0.9110 2.7962 -1.3936  0.230
14 H -3.3484 1.7313 -0.6217  0.201
15 H -2.4192 -1.9339 0.6625  0.163
16 H -0.9638 0.2055 2.3285  0.218
17 H -0.8490 2.4913 1.6183  0.284
18 H -0.8523 -2.0118 1.4830  0.177
19 H -2.6686 0.5214 1.5346  0.173
20 F 4.9742 -1.0866 0.6133  -0.387
21 C 3.6484 -0.7899 0.4573  0.309
22 C 2.7516 -1.8284 0.2371  -0.334
23 C 1.3882 -1.5203 0.1392  -0.253
24 C 0.9530 -0.2037 0.3609  -0.254
25 C 1.8821 0.8254 0.4997  -0.233
26 C 3.2605 0.5326 0.5925  -0.337
27 H 3.0929 -2.8510 0.1579  0.175
28 H 0.6690 -2.2933 -0.1426  0.189
29 H 1.5566 1.8787 0.4965  0.237
30 H 3.9644 1.3410 0.7769  0.181


Below is one molecule with the formula C4H6N2O, with properties calculated with ωB97M-V with the def2-TZVPD basis set.

## Properties
frontier orbital gap = 9.428 eV
max |F| = 1.172 eV/A
energy above the lowest of the compared OMol25 structures with the same formula, charge and spin = 292.7 kJ/mol
LUMO = 0.56 eV
calculated total energy = -9270.4678 eV
M = 98.105 u

Last column: natural (NBO) charge in e.
Atoms and positions in Å:
1 N 0.9338 -1.8941 0.6004  -0.874
2 C 0.8189 -1.0626 1.6654  0.315
3 O 0.5773 0.2187 1.4700  -0.501
4 C 0.4297 0.8118 0.1970  -0.077
5 C -0.9996 0.6108 -0.2983  -0.537
6 C -1.2005 1.2920 -1.5726  0.276
7 N -1.3384 1.8403 -2.5794  -0.310
8 H 0.8650 -1.9025 -0.4225  0.387
9 H 1.0473 -2.7689 1.0707  0.414
10 H 1.1652 0.4250 -0.5187  0.184
11 H 0.6227 1.8663 0.3804  0.211
12 H -1.2135 -0.4547 -0.4221  0.250
13 H -1.7079 1.0178 0.4297  0.262